No. 1
Below is a cluster of 2 separate species, C3H9NP2 in total in a non-equilibrium geometry, with properties calculated with ωB97M-V/def2-TZVPD.

Cartesian coordinates (Å):
C  0.238  -0.600  3.486
C  1.523  0.279  -1.027
C  0.218  0.777  -0.485
N  -0.906  0.642  -1.227
P  -0.192  -1.234  2.022
P  -1.226  -0.811  -2.146
H  0.597  -1.191  4.228
H  0.101  0.456  3.764
H  1.717  0.989  -1.791
H  1.321  -0.714  -1.630
H  2.332  0.384  -0.387
H  0.295  1.261  0.416
H  -1.581  1.385  -1.246
H  -2.306  -0.163  -2.882
H  -2.132  -1.461  -1.092

F_max = 4.2 eV Å⁻¹
E_tot = -23319.5291 eV
HOMO level (spin up / spin down) = -0.28081 / -0.23031 Eh

Mulliken atomic charge list, values in e, 5 entries:
1 C -0.517
2 C -1.021
3 C -0.547
4 N -0.319
5 P -0.033

No. 2
Below is an isolated molecule of C3H9NP2 in a non-equilibrium geometry, with properties calculated with ωB97M-V/def2-TZVPD.

Cartesian coordinates (Å):
C  1.957  0.790  1.339
C  -1.255  -0.390  -2.830
C  -0.834  -0.902  0.770
N  0.308  0.907  -0.611
P  0.163  0.588  0.917
P  -1.069  0.048  -1.170
H  2.185  1.545  2.207
H  2.454  -0.098  1.432
H  -0.563  -0.994  -3.356
H  -2.216  -0.933  -2.791
H  -0.358  -1.879  0.667
H  -1.717  -0.932  1.514
H  1.925  1.273  0.351
H  -0.631  1.470  1.556
H  -2.349  0.563  -0.654

F_max = 5.1 eV Å⁻¹
E_tot = -23320.5778 eV
HOMO level = -0.28757 Eh

Mulliken atomic charge list, values in e, 5 entries:
1 C -0.881
2 C -0.863
3 C -0.812
4 N -0.561
5 P 0.489

No. 3
Below is a cluster of 2 separate species, C3H9NP2 in total in a non-equilibrium geometry, with properties calculated with ωB97M-V/def2-TZVPD.

Cartesian coordinates (Å):
C  2.108  0.033  -0.028
C  1.187  -0.742  -0.883
N  1.352  -1.975  -1.035
P  2.676  -2.889  -0.913
H  1.685  0.850  0.509
H  2.914  0.630  -0.520
H  2.610  -0.709  0.649
H  0.213  -0.386  -1.306
H  2.078  -4.166  -0.462
H  3.235  -2.859  0.390
C  -4.314  2.855  0.413
P  -3.568  1.365  0.375
H  -5.211  3.064  -0.109
H  -4.275  3.429  1.422
H  -2.688  1.500  1.499

F_max = 3.8 eV Å⁻¹
E_tot = -23321.1239 eV
SMILES string = C/C=N\P.C=P
HOMO level = -0.33199 Eh

Mulliken atomic charge list, values in e, 5 entries:
1 C -1.021
2 C 0.189
3 N -0.328
4 P -0.103
5 H 0.312

The highest F_max belongs to which entry? number 2

Number 2 is which compound? C3H9NP2